Computed, not measured: a cluster of 2 separate species, C24H50FN2O6P2 in total in a non-equilibrium geometry, with ωB97M-V with the def2-TZVPD basis set.

Values from the calculation:
E_HOMO = -0.1700 hartree
Relative energy (zero: lowest compared OMol25 entry of this formula, charge and spin) = 0.0 kJ/mol
LUMO energy = 2.26 eV
Charge = -1
Orbital gap = 0.253 Ha

Each line ends with the Mulliken charge.
CARTESIAN COORDINATES (ANGSTROEM)
1 C -3.447098 -3.293291 -0.091854  -1.28
2 C -2.403309 -3.036263 -1.193663  -0.72
3 C -2.456745 -1.623436 -1.783641  0.11
4 F -2.375127 -1.742120 -3.192385  -0.49
5 N -1.435447 -0.681431 -1.416196  0.14
6 C -0.093690 -1.125416 -1.807067  -1.67
7 C 0.529624 -0.231537 -2.894161  -0.81
8 C 2.050581 -0.152035 -2.776622  -0.80
9 C 2.756611 -1.443126 -3.231289  -0.50
10 C 4.064196 -1.763692 -2.479441  -0.81
11 C 5.277595 -1.972682 -3.390771  -0.64
12 C 6.464825 -2.681394 -2.708682  -0.68
13 C 7.789006 -1.903621 -2.772361  -0.45
14 C 9.034240 -2.800135 -2.668035  -0.80
15 C 10.147048 -2.275901 -1.760082  -0.56
16 O 10.207523 -0.864491 -1.818890  -0.29
17 C 11.120632 -0.290212 -0.915413  -0.77
18 C -1.583231 -0.079150 -0.083018  1.76
19 P -0.362968 1.281359 0.126583  -0.01
20 N -0.541383 2.594935 -0.734483  -0.82
21 C -1.258127 -1.041650 1.140266  -0.11
22 O -2.208925 -1.410142 1.835789  -0.61
23 O -0.032389 -1.344392 1.218016  -0.74
24 P -3.353468 0.582664 0.091319  -0.53
25 C -3.248247 1.927765 1.347923  -0.69
26 C -3.181886 1.410587 2.789610  -1.15
27 C -3.505510 1.639804 -1.420822  -0.50
28 C -4.984269 1.970629 -1.676838  -1.23
29 H -4.172179 -4.043103 -0.409941  0.33
30 H -3.974522 -2.375593 0.174298  0.29
31 H -2.972818 -3.608359 0.835349  0.33
32 H -2.582192 -3.718930 -2.027671  0.76
33 H -1.396479 -3.248145 -0.829860  0.16
34 H -3.436503 -1.186958 -1.584296  0.47
35 H -0.168049 -2.145539 -2.190203  0.51
36 H 0.550590 -1.188086 -0.928131  0.59
37 H 0.067634 0.755575 -2.853215  0.53
38 H 0.270141 -0.647480 -3.875205  0.36
39 H 2.431230 0.698813 -3.348473  0.33
40 H 2.311025 0.035938 -1.728859  0.34
41 H 2.986573 -1.354311 -4.297678  0.45
42 H 2.062684 -2.278515 -3.124413  0.24
43 H 4.282574 -0.963264 -1.767726  0.32
44 H 3.926289 -2.672714 -1.886656  0.34
45 H 5.619656 -1.000309 -3.760004  0.32
46 H 4.959047 -2.541199 -4.268485  0.38
47 H 6.608969 -3.673012 -3.145216  0.41
48 H 6.206716 -2.828951 -1.655495  0.36
49 H 7.814616 -1.161134 -1.975349  0.26
50 H 7.823939 -1.350935 -3.713467  0.32
51 H 9.440109 -2.998665 -3.661729  0.32
52 H 8.725492 -3.770852 -2.267891  0.34
53 H 9.980838 -2.600560 -0.724091  0.35
54 H 11.116721 -2.680121 -2.080158  0.39
55 H 11.890488 -1.003137 -0.601380  0.33
56 H 10.601269 0.072371 -0.022363  0.27
57 H 11.612937 0.551420 -1.403787  0.23
58 H 0.909077 0.699611 0.058571  -0.01
59 H -0.499744 1.469784 1.510741  0.06
60 H 0.295773 2.808213 -1.262353  0.25
61 H -2.462612 2.659861 1.144816  0.56
62 H -4.193904 2.464243 1.210944  0.47
63 H -2.194519 1.032056 3.045335  0.17
64 H -3.445108 2.223612 3.474120  0.44
65 H -3.898192 0.602410 2.941294  0.32
66 H -2.911881 2.543770 -1.290520  0.49
67 H -3.063774 1.112927 -2.266736  0.30
68 H -5.470027 1.195981 -2.274900  0.31
69 H -5.084631 2.910120 -2.226167  0.39
70 H -5.550182 2.062088 -0.746361  0.25
71 C -8.352229 5.310996 6.390020  -1.08
72 C -8.424927 4.437025 5.156772  -0.21
73 O -7.176020 3.782959 4.891612  -0.35
74 C -6.928177 2.700780 5.634073  0.75
75 O -7.665081 2.236805 6.468671  -0.58
76 O -5.736609 2.228939 5.291650  -0.23
77 C -5.306990 1.079600 6.030002  -0.66
78 H -7.532981 6.025154 6.300123  0.29
79 H -9.284666 5.864477 6.507369  0.35
80 H -8.193420 4.707671 7.282468  0.31
81 H -8.609701 5.033640 4.265352  0.29
82 H -9.211645 3.688200 5.244724  0.32
83 H -6.065536 0.300763 6.007548  0.33
84 H -5.095522 1.359969 7.060923  0.31
85 H -4.403626 0.732478 5.538214  0.19

Atoms 1-3, force components in eV/Å:
0.1 0.1 0.1
0.0 -0.2 -0.1
0.0 0.1 -0.1